1.
{
  "formula": "C2H3NP2",
  "method": "the ωB97M-V functional and the def2-TZVPD basis",
  "homo_lumo_gap_ev": 8.943,
  "e_tot_ha": -815.33293,
  "charge": 0,
  "spin_multiplicity": 1,
  "species": ["C", "C", "N", "P", "P", "H", "H", "H"],
  "coordinates": [[-1.0474, 0.4924, -0.2551], [0.8018, -1.3132, -0.2011], [-1.0861, -0.7199, -0.5054], [1.8622, -0.0776, 0.1004], [0.4292, 1.5751, -0.1875], [-2.1213, 0.8742, -0.2375], [0.7373, -2.3958, -0.0115], [0.4243, 1.5647, 1.2978]]
}

---

2.
{
  "formula": "C2H3NS",
  "method": "the ωB97M-V functional and the def2-TZVPD basis",
  "homo_lumo_gap_ev": 10.259,
  "smiles": "N#CCS",
  "e_tot_ha": -530.91418,
  "charge": 0,
  "spin_multiplicity": 1,
  "species": ["N", "C", "C", "S", "H", "H", "H"],
  "coordinates": [[-0.9741, -0.8098, -1.8673], [-0.0962, -0.6070, -1.1366], [0.9617, -0.1490, -0.2269], [-0.0724, 0.6722, 1.2385], [1.6218, -0.8512, 0.1573], [1.4468, 0.8012, -0.5704], [-0.2856, -0.5010, 1.8498]]
}

---

3.
{
  "formula": "C2H3NS2",
  "method": "the ωB97M-V functional and the def2-TZVPD basis",
  "homo_lumo_gap_ev": 7.437,
  "smiles": "S=CNC=S",
  "e_tot_ha": -929.10429,
  "charge": 0,
  "spin_multiplicity": 1,
  "species": ["S", "C", "N", "C", "S", "H", "H", "H"],
  "coordinates": [[-1.3684, 1.3289, 1.3645], [-0.4336, 0.0087, 1.1441], [0.1313, -0.5299, 0.0118], [0.3528, 0.1091, -1.1747], [-0.0946, 1.5523, -1.7153], [-0.1898, -0.5884, 2.0437], [0.6565, -1.3866, 0.1514], [0.9458, -0.4940, -1.8255]]
}

---

4.
{
  "formula": "C2H3NS3",
  "method": "the ωB97M-V functional and the def2-TZVPD basis",
  "homo_lumo_gap_ev": 8.208,
  "smiles": "S=CS/C=N\\S",
  "e_tot_ha": -1327.22870,
  "charge": 0,
  "spin_multiplicity": 1,
  "species": ["S", "C", "S", "C", "N", "S", "H", "H", "H"],
  "coordinates": [[-2.5241, -0.6061, 0.0259], [-1.1125, 0.0776, 0.5285], [-0.2908, 1.3270, -0.4275], [1.4866, 1.2109, 0.3752], [2.2292, 0.1899, 0.2564], [1.6210, -1.3393, -0.1862], [-0.7834, -0.1205, 1.6782], [1.6972, 2.0376, 0.8904], [0.3407, -1.0837, -0.3816]]
}

---

5.
{
  "formula": "C2H3NS3",
  "method": "the ωB97M-V functional and the def2-TZVPD basis",
  "homo_lumo_gap_ev": 7.165,
  "smiles": "NC(=S)C(=S)S",
  "e_tot_ha": -1327.31234,
  "charge": 0,
  "spin_multiplicity": 1,
  "species": ["N", "C", "S", "C", "S", "S", "H", "H", "H"],
  "coordinates": [[1.3175, 1.0101, 0.0213], [0.3013, 0.3206, 0.5989], [-0.0723, 0.5320, 2.1995], [-0.5196, -0.5473, -0.3318], [0.0352, -1.0513, -1.7775], [-1.9762, -1.1614, 0.3825], [1.9150, 1.5650, 0.6318], [1.5732, 0.8282, -0.9457], [-2.5740, -1.4960, -0.7790]]
}

---

6.
{
  "formula": "C2H3NS3",
  "method": "the ωB97M-V functional and the def2-TZVPD basis",
  "homo_lumo_gap_ev": 7.545,
  "e_tot_ha": -1327.24369,
  "charge": 0,
  "spin_multiplicity": 1,
  "species": ["C", "C", "H", "H", "H", "N", "S", "S", "S"],
  "coordinates": [[-0.6201, 0.3943, -0.3428], [-0.6051, -0.9634, -0.8670], [1.2569, 1.6067, 2.4684], [-1.3585, 1.2862, -0.7006], [1.3299, -1.3453, 0.2576], [0.2811, 0.4653, 0.5914], [0.7579, 2.0483, 1.1934], [0.4398, -2.1566, -0.3848], [-1.4819, -1.3354, -2.2155]]
}

---

7.
{
  "formula": "C2H3NS3",
  "method": "the ωB97M-V functional and the def2-TZVPD basis",
  "homo_lumo_gap_ev": 7.333,
  "e_tot_ha": -1327.20323,
  "charge": 0,
  "spin_multiplicity": 1,
  "species": ["C", "C", "H", "H", "H", "N", "S", "S", "S"],
  "coordinates": [[-0.0013, -1.3106, -0.6596], [-0.0130, 1.1102, -0.2657], [-0.2716, 0.6758, 2.3682], [0.6102, -2.0879, -0.2506], [-0.5934, 1.3411, -1.2876], [0.2526, -0.1304, 0.0441], [0.6906, -0.4962, 1.5892], [-0.7091, -1.6271, -2.1911], [0.0349, 2.5252, 0.6532]]
}

---

8.
{
  "formula": "C2H3O2P",
  "method": "the ωB97M-V functional and the def2-TZVPD basis",
  "homo_lumo_gap_ev": 10.357,
  "smiles": "O=C1O[C@@H]1P",
  "e_tot_ha": -569.71536,
  "charge": 0,
  "spin_multiplicity": 1,
  "species": ["O", "C", "O", "C", "P", "H", "H", "H"],
  "coordinates": [[-3.5223, 0.5117, 1.0058], [-2.5631, -0.1201, 0.8189], [-2.0737, -1.3476, 0.8765], [-1.2687, -0.3969, 0.0692], [0.9244, -0.3413, 0.2585], [-1.2112, -0.5518, -0.9472], [0.9172, -1.6525, -0.0544], [1.1609, 0.0512, -1.1959]]
}

---

9.
{
  "formula": "C2H3O2Pb",
  "method": "the ωB97M-V functional and the def2-TZVPD basis",
  "homo_lumo_gap_ev": 7.775,
  "e_tot_ha": -420.99499,
  "charge": 1,
  "spin_multiplicity": 1,
  "species": ["O", "C", "Pb", "O", "C", "H", "H", "H"],
  "coordinates": [[-0.3958, 1.9799, 0.0124], [0.6273, 1.3861, -0.1302], [2.6235, 0.5160, 0.1321], [0.5949, -0.0867, -0.0209], [-0.6348, -0.8096, -0.0013], [-0.3852, -1.8725, -0.0666], [-1.1781, -0.6065, 0.9301], [-1.2519, -0.5066, -0.8555]]
}

---

10.
{
  "formula": "C2H3O2S",
  "method": "the ωB97M-V functional and the def2-TZVPD basis",
  "homo_lumo_gap_ev": 7.598,
  "smiles": "CSC(=O)[O-]",
  "e_tot_ha": -626.73954,
  "charge": -1,
  "spin_multiplicity": 1,
  "species": ["C", "S", "C", "O", "O", "H", "H", "H"],
  "coordinates": [[0.0749, -0.2259, -0.1597], [1.5732, -1.1433, 0.2054], [2.9462, 0.3231, 0.0045], [2.3473, 1.3673, -0.0333], [4.0445, -0.0746, -0.2330], [0.5482, 0.6985, -0.4768], [-0.5408, -0.2914, 0.7690], [-0.5793, -0.6827, -0.8848]]
}

---

11.
{
  "formula": "C2H3O2S",
  "method": "the ωB97M-V functional and the def2-TZVPD basis",
  "homo_lumo_gap_ev": 6.539,
  "e_tot_ha": -626.65060,
  "charge": -1,
  "spin_multiplicity": 1,
  "species": ["C", "C", "O", "O", "S", "H", "H", "H"],
  "coordinates": [[1.9966, 0.5772, -0.6650], [-1.6217, 0.1323, -0.1214], [2.4364, 1.0718, 0.3171], [-2.7334, 0.6194, -0.2820], [1.3401, -1.3692, -0.0755], [-1.5519, -0.9282, -0.1434], [-0.7597, 0.7001, -0.1328], [0.8937, -0.8034, 1.1030]]
}

---

12.
{
  "formula": "C2H3O2S",
  "method": "the ωB97M-V functional and the def2-TZVPD basis",
  "homo_lumo_gap_ev": [5.362, 6.536],
  "e_tot_ha": -626.52949,
  "charge": -1,
  "s2": 2.016,
  "spin_multiplicity": 3,
  "species": ["C", "C", "O", "O", "S", "H", "H", "H"],
  "coordinates": [[0.4693, 0.0458, 1.3699], [-1.2473, -0.2506, -0.6326], [1.8004, 0.9319, -0.2031], [0.9317, -0.9680, 1.6639], [-1.2725, 0.2676, 0.9268], [-1.5105, 0.5356, -1.3588], [-0.5649, -1.0640, -0.7995], [1.3938, 0.5017, -0.9666]]
}

---

13.
{
  "formula": "C2H3O2S2",
  "method": "the ωB97M-V functional and the def2-TZVPD basis",
  "homo_lumo_gap_ev": 6.374,
  "smiles": "O=C(O)[C@@H]([S-])S",
  "e_tot_ha": -1024.87440,
  "charge": -1,
  "spin_multiplicity": 1,
  "species": ["O", "C", "O", "C", "S", "S", "H", "H", "H"],
  "coordinates": [[-1.1004, -0.1605, -1.7784], [-0.3299, 0.0724, -0.8303], [0.2822, 1.2317, -0.7551], [0.3708, -0.7296, 0.2248], [2.0729, -0.2688, 0.0944], [-0.9958, -0.3214, 1.6149], [-0.2586, 1.7144, -1.4833], [0.1684, -1.8489, 0.3518], [-0.2095, 0.3108, 2.5611]]
}

---

14.
{
  "formula": "C2H3O2S2",
  "method": "the ωB97M-V functional and the def2-TZVPD basis",
  "homo_lumo_gap_ev": 7.451,
  "e_tot_ha": -1024.89321,
  "charge": -1,
  "spin_multiplicity": 1,
  "species": ["C", "C", "O", "O", "S", "S", "H", "H", "H"],
  "coordinates": [[-1.2660, -1.2944, 0.7318], [1.5040, 0.6884, -0.4247], [-0.3344, -1.9617, 0.6264], [-2.1624, -0.8430, 1.3070], [-1.0948, 0.1327, -1.0577], [2.5040, 1.8649, -0.9082], [-1.5422, 0.9609, 0.0074], [1.0318, 0.7136, 0.5567], [1.3600, -0.2615, -0.8386]]
}

---

15.
{
  "formula": "C2H3O2S2",
  "method": "the ωB97M-V functional and the def2-TZVPD basis",
  "homo_lumo_gap_ev": 7.738,
  "smiles": "C=CS(=O)(=O)[S-]",
  "e_tot_ha": -1024.87201,
  "charge": -1,
  "spin_multiplicity": 1,
  "species": ["C", "C", "S", "O", "O", "S", "H", "H", "H"],
  "coordinates": [[-0.1951, -0.2330, 0.3069], [0.8061, 0.0313, -0.4873], [2.3976, -0.5796, 0.0191], [2.2363, -1.2461, 1.3038], [2.8258, -1.4289, -1.1154], [3.5293, 1.3227, 0.1069], [-1.2919, 0.2121, 0.2678], [0.1042, -0.8607, 1.2189], [0.8336, 0.5995, -1.4582]]
}

---

16.
{
  "formula": "C2H3O2Sm",
  "method": "the ωB97M-V functional and the def2-TZVPD basis",
  "homo_lumo_gap_ev": [5.164, 7.852],
  "e_tot_ha": -885.04265,
  "charge": 3,
  "s2": 12.007,
  "spin_multiplicity": 7,
  "species": ["C", "C", "O", "O", "H", "H", "Sm", "H"],
  "coordinates": [[-0.6763, 0.2631, 0.4358], [0.2234, -0.4843, -0.3671], [1.4719, -0.2556, -0.4143], [-1.9487, 0.1420, 0.2520], [-0.2240, -0.9548, -1.2580], [-2.3636, 0.9385, -0.1139], [3.6971, 0.5249, 0.0552], [-0.1798, -0.1737, 1.4104]]
}

---

17.
{
  "formula": "C2H3O2V",
  "method": "the ωB97M-V functional and the def2-TZVPD basis",
  "homo_lumo_gap_ev": [7.492, 7.636],
  "e_tot_ha": -1172.03965,
  "charge": 1,
  "s2": 3.781,
  "spin_multiplicity": 4,
  "species": ["C", "O", "H", "H", "C", "O", "V", "H"],
  "coordinates": [[-0.5399, -1.7754, -1.1366], [-1.2548, -2.6003, -0.7890], [0.7793, -0.4337, -0.2580], [-0.1256, 0.4607, -1.0050], [0.5346, 0.8112, 0.0469], [-0.2039, 1.4976, 0.9490], [-0.6426, 0.6834, 2.4434], [1.4529, 1.3564, -0.2507]]
}

---

18.
{
  "formula": "C2H3O3",
  "method": "the ωB97M-V functional and the def2-TZVPD basis",
  "homo_lumo_gap_ev": 7.864,
  "e_tot_ha": -303.75316,
  "charge": -1,
  "spin_multiplicity": 1,
  "species": ["C", "C", "O", "O", "O", "H", "H", "H"],
  "coordinates": [[0.3905, -2.7663, 0.6984], [0.1577, -0.0900, -0.3930], [0.5151, -3.7112, 0.0277], [0.4480, -2.3043, 1.7693], [-0.1628, -1.3788, -0.5832], [-0.2968, 0.3256, 0.6075], [-0.1546, 0.6519, -1.2240], [1.2939, -0.0939, -0.3561]]
}

---

19.
{
  "formula": "C2H3O3Pt",
  "method": "the ωB97M-V functional and the def2-TZVPD basis",
  "homo_lumo_gap_ev": [4.553, 6.750],
  "e_tot_ha": -422.95288,
  "charge": -1,
  "s2": 2.005,
  "spin_multiplicity": 3,
  "species": ["O", "C", "O", "O", "Pt", "C", "H", "H", "H"],
  "coordinates": [[-0.4554, 1.2615, -0.4220], [0.0950, 0.1959, -0.0114], [0.5855, -0.5869, -1.0033], [-0.0763, -0.2634, 1.1259], [-1.3881, 1.8754, 0.9671], [1.0120, -1.8973, -0.6640], [0.1728, -2.4961, -0.2866], [1.3970, -2.3410, -1.5878], [1.8061, -1.8698, 0.0939]]
}

---

20.
{
  "formula": "C2H3O3S",
  "method": "the ωB97M-V functional and the def2-TZVPD basis",
  "homo_lumo_gap_ev": [7.580, 7.579],
  "e_tot_ha": -701.80230,
  "charge": -1,
  "spin_multiplicity": 1,
  "species": ["C", "C", "O", "O", "O", "S", "H", "H", "H"],
  "coordinates": [[1.5794, -0.1290, 0.3741], [0.5694, 0.1121, 1.2541], [-2.5880, 1.1775, 0.3030], [2.8193, -0.0998, 0.3761], [-2.5126, -1.3030, 0.5301], [-1.8247, -0.0360, 0.0694], [1.2870, -0.7548, -0.5647], [0.0644, 1.0703, 1.5779], [-1.8618, -0.1340, -1.3451]]
}